A structure of composition C62H49IN6O3P2Y. Source: OMol25; level of theory: ωB97M-V/def2-TZVPD.

Positions of all 124 atoms, in Å:
Y: -1.001 -0.270 0.099
N: -4.837 -0.971 2.901
C: -4.249 -1.285 1.734
N: -3.061 -0.748 1.668
C: -2.937 -0.061 2.853
N: -4.016 -0.185 3.628
C: -1.779 0.707 3.182
C: -1.775 1.570 4.280
N: -0.764 2.349 4.592
C: 0.321 2.242 3.783
C: 0.362 1.376 2.720
N: -0.671 0.596 2.372
H: -5.735 -1.252 3.262
H: -4.719 -1.890 0.985
H: -2.657 1.626 4.908
H: 1.161 2.874 4.031
H: 1.262 1.265 2.117
I: -3.179 -1.721 -1.677
C: -2.875 -3.554 -0.466
C: -3.717 -4.555 -0.924
C: -3.720 -5.790 -0.282
C: -2.978 -5.947 0.848
C: -2.154 -4.906 1.356
C: -1.443 -5.152 2.513
C: -0.710 -4.124 3.192
C: -0.445 -2.853 2.409
C: -0.872 -2.775 0.964
C: -1.988 -3.673 0.596
H: -4.366 -4.385 -1.768
H: -4.336 -6.591 -0.665
H: -3.005 -6.876 1.400
H: -1.424 -6.151 2.924
H: 0.010 -4.451 3.932
H: 0.552 -1.143 3.142
O: 3.318 0.078 0.282
C: 3.959 -1.131 0.260
C: 5.212 -1.366 -0.283
C: 5.736 -2.649 -0.248
C: 5.014 -3.688 0.307
C: 3.732 -3.466 0.781
C: 3.185 -2.190 0.766
P: 1.441 -1.645 0.988
C: 0.463 -3.013 0.177
C: 0.813 -4.438 0.425
C: 0.483 -5.376 -0.476
C: -0.133 -5.018 -1.731
C: -0.174 -3.742 -2.125
C: 0.555 -2.698 -1.333
C: 0.861 -2.096 2.682
C: 1.785 -2.721 3.663
C: 1.436 -2.717 4.956
C: 0.179 -2.200 5.452
C: -1.021 -2.179 4.834
C: -1.405 -2.798 3.573
C: 3.975 1.234 -0.024
C: 5.272 1.489 0.415
C: 5.933 2.623 -0.015
C: 5.294 3.502 -0.873
C: 3.969 3.299 -1.212
C: 3.268 2.180 -0.777
P: 1.408 1.961 -0.925
C: 1.146 3.773 -0.682
C: 1.246 4.710 -1.708
C: 1.112 6.060 -1.439
C: 0.886 6.496 -0.144
C: 0.784 5.573 0.881
C: 0.904 4.220 0.610
C: 1.242 1.800 -2.746
C: 0.036 2.111 -3.393
C: -0.096 1.827 -4.744
C: 0.930 1.219 -5.450
C: 2.111 0.894 -4.810
C: 2.262 1.186 -3.467
H: 5.774 -0.573 -0.755
H: 6.713 -2.835 -0.670
H: 5.438 -4.681 0.341
H: 3.158 -4.298 1.155
H: 1.134 -4.724 1.418
H: 0.606 -6.426 -0.245
H: -0.580 -5.810 -2.316
H: -0.645 -3.449 -3.052
H: 1.631 -2.877 -1.555
H: 2.722 -3.139 3.323
H: 2.133 -3.072 5.708
H: 0.225 -1.800 6.459
H: -1.844 -1.717 5.367
H: -2.461 -2.755 3.327
H: 5.753 0.796 1.093
H: 6.948 2.805 0.310
H: 5.823 4.362 -1.257
H: 3.478 4.023 -1.840
H: 1.416 4.377 -2.725
H: 1.184 6.776 -2.246
H: 0.784 7.554 0.061
H: 0.606 5.905 1.894
H: 0.802 3.502 1.411
H: -0.729 3.709 -2.221
H: -1.025 2.061 -5.246
H: 0.802 0.990 -6.499
H: 2.908 0.396 -5.345
H: 3.179 0.913 -2.962
N: -1.321 1.875 -1.436
C: -1.082 2.730 -2.585
C: -2.338 3.065 -3.360
C: -2.392 4.281 -4.034
C: -3.554 4.704 -4.653
C: -4.689 3.912 -4.597
C: -4.640 2.692 -3.946
C: -3.471 2.266 -3.336
H: -1.514 4.912 -4.055
H: -3.587 5.661 -5.158
H: -5.609 4.251 -5.053
H: -5.524 2.074 -3.900
H: -3.444 1.318 -2.817
C: 0.234 -1.231 -1.655
H: 1.202 -0.707 -1.740
H: -0.206 -1.165 -2.662
C: -3.025 4.201 0.645
O: -2.362 3.704 -0.499
C: -2.016 2.374 -0.456
O: -2.380 1.676 0.513
H: -3.776 4.911 0.294
H: -2.313 4.702 1.309
H: -3.497 3.381 1.193

Calculated values
* DFT total energy: -3964.98901 a.u.
* HOMO level: -0.0608 Eh
* net charge: -1

A structure of composition C62H51BrIN4O4PPd. Source: OMol25; level of theory: ωB97M-V/def2-TZVPD.

Positions of all 125 atoms, in Å:
Pd: -1.174 -0.212 0.287
C: 0.125 0.769 9.669
O: 1.095 1.239 8.754
C: 0.948 1.010 7.443
C: 1.893 1.610 6.592
C: 1.819 1.470 5.223
C: 0.788 0.725 4.659
C: -0.153 0.130 5.504
C: -0.074 0.247 6.873
C: 0.502 0.558 3.214
C: 0.815 -0.664 2.613
C: 1.669 -1.670 3.167
C: 1.593 -2.753 2.342
C: 0.714 -2.395 1.277
N: 0.284 -1.121 1.439
C: 0.211 -3.297 0.312
C: -0.458 -2.921 -0.884
C: -0.771 -3.817 -1.944
C: -1.709 -3.200 -2.716
C: -1.987 -1.939 -2.107
C: -3.049 -1.096 -2.482
C: -4.014 -1.656 -3.453
C: -4.242 -1.118 -4.724
C: -5.145 -1.701 -5.584
C: -5.897 -2.823 -5.194
O: -6.748 -3.300 -6.108
C: -7.547 -4.428 -5.826
C: -5.703 -3.340 -3.908
C: -4.754 -2.781 -3.075
C: -3.344 0.129 -1.865
N: -2.687 0.687 -0.803
C: -3.414 1.770 -0.399
C: -3.145 2.581 0.716
C: -4.097 3.614 1.141
C: -4.644 3.516 2.428
C: -5.573 4.420 2.896
C: -5.947 5.510 2.097
O: -6.828 6.455 2.438
C: -7.531 6.358 3.661
C: -5.359 5.644 0.825
C: -4.482 4.700 0.346
C: -2.033 2.410 1.564
C: -1.642 3.353 2.571
C: -0.605 2.796 3.247
C: -0.353 1.519 2.656
N: -1.207 1.336 1.606
C: -4.553 1.920 -1.256
C: -4.501 0.920 -2.172
N: -1.156 -1.767 -1.036
C: -0.302 -4.576 0.842
C: -1.281 -4.203 1.739
C: -2.542 -4.975 1.913
C: -2.288 -6.438 1.634
O: -3.150 -7.405 1.938
C: -4.510 -7.164 2.250
C: -1.165 -6.814 0.920
C: -0.246 -5.895 0.400
H: 0.404 1.190 10.634
H: 0.131 -0.322 9.743
H: -0.881 1.106 9.398
H: 2.678 2.194 7.043
H: 2.557 1.945 4.594
H: -0.973 -0.416 5.066
H: -0.808 -0.255 7.480
H: 2.246 -1.562 4.065
H: 2.087 -3.698 2.446
H: -0.327 -4.776 -2.108
H: -2.165 -3.575 -3.608
H: -3.674 -0.263 -5.056
H: -5.307 -1.320 -6.581
H: -8.066 -4.657 -6.755
H: -8.285 -4.204 -5.052
H: -6.944 -5.286 -5.519
H: -6.282 -4.181 -3.559
H: -4.615 -3.192 -2.085
H: -4.362 2.684 3.056
H: -6.009 4.272 3.872
H: -8.176 7.234 3.702
H: -6.847 6.374 4.514
H: -8.147 5.454 3.689
H: -5.624 6.506 0.234
H: -4.048 4.822 -0.636
H: -2.088 4.312 2.740
H: -0.047 3.208 4.061
H: -5.302 2.678 -1.159
H: -5.174 0.727 -2.982
H: -1.222 -3.260 2.255
H: -3.258 -4.647 1.124
H: -4.839 -8.036 2.811
H: -5.088 -7.096 1.323
H: -4.670 -6.267 2.849
H: -1.039 -7.862 0.696
H: 0.516 -6.232 -0.283
Br: -0.470 -3.216 5.282
C: -3.129 -4.470 3.217
C: -3.121 -5.223 4.385
C: -3.628 -4.715 5.568
C: -4.114 -3.421 5.619
C: -4.086 -2.634 4.481
C: -3.606 -3.160 3.296
I: -3.671 -1.816 1.582
H: -2.706 -6.219 4.362
H: -3.632 -5.334 6.448
H: -4.504 -3.022 6.542
H: -4.448 -1.619 4.519
C: 2.224 -0.520 -1.282
P: 1.062 0.795 -0.752
C: 0.824 1.731 -2.310
C: 2.064 1.865 0.322
C: 1.910 3.250 0.310
C: 2.692 4.039 1.135
C: 3.606 3.457 1.998
C: 3.737 2.078 2.040
C: 2.966 1.283 1.213
H: 2.409 -1.236 -0.485
H: 3.167 -0.068 -1.583
H: 1.784 -1.051 -2.122
H: 1.759 2.214 -2.593
H: 0.040 2.479 -2.205
H: 0.522 1.026 -3.083
H: 1.197 3.713 -0.357
H: 2.594 5.112 1.098
H: 4.215 4.079 2.635
H: 4.449 1.620 2.708
H: 3.081 0.210 1.249

Calculated values
* DFT total energy: -6253.50278 a.u.
* HOMO level (alpha / beta): -0.4103 / -0.4478 Eh
* multiplicity: 5
* ⟨S²⟩: 6.15
* net charge: +2

Question: What is the formula in the first record?
Answer: C62H49IN6O3P2Y

Question: Which of these has the highest net charge?
Answer: C62H51BrIN4O4PPd